(1)
This record from the Open Molecules 2025 dataset describes C31H33F10MnN6O6S as an isolated structure in a non-equilibrium geometry. The level of theory is wB97M-V/def2-TZVPD.

Geometry as XYZ:
```
88
Properties=species:S:1:pos:R:3:forces:R:3:mulliken_spin:R:1
Mn 0.210 0.274 -0.441 1.378 -0.263 0.133 4.531
C 1.254 3.665 -0.633 0.109 -0.008 0.054 0.011
N 1.966 2.402 -0.508 -0.065 0.218 -0.034 0.035
C 2.673 2.337 0.768 -0.193 -0.179 0.511 0.010
C 1.801 1.779 1.891 0.230 -0.076 -0.088 0.062
N 1.410 0.425 1.579 -0.251 0.239 -0.700 -0.069
C 1.537 -0.565 2.433 0.036 -0.399 0.526 0.011
C 0.848 -1.782 2.126 -0.053 0.229 -0.261 0.020
F 0.164 -1.793 0.943 0.177 -0.347 0.519 0.034
C 0.779 -2.886 2.934 0.039 -0.010 0.222 -0.001
F 0.059 -3.964 2.561 0.085 0.188 0.055 0.000
C 1.420 -2.882 4.173 0.074 0.125 0.017 0.003
F 1.317 -3.936 5.021 0.052 0.066 -0.125 0.000
C 2.148 -1.750 4.519 -0.221 -0.239 0.083 0.000
F 2.781 -1.708 5.712 -0.109 -0.101 -0.234 0.000
C 2.217 -0.646 3.695 -0.001 0.016 -0.319 0.004
F 2.987 0.383 4.155 -0.154 -0.122 -0.100 0.000
C 2.863 2.166 -1.639 0.079 -0.382 -0.232 0.009
C 2.598 0.797 -2.302 0.087 0.006 -0.121 0.031
N 2.126 -0.264 -1.437 -0.683 0.454 -0.065 0.035
C 2.991 -1.190 -1.045 0.593 -0.642 0.041 0.090
C 2.523 -2.517 -0.819 -0.039 0.192 -0.011 -0.070
F 1.220 -2.770 -1.087 0.254 -0.198 -0.090 -0.007
C 3.320 -3.576 -0.458 0.324 -0.033 0.091 0.000
F 2.785 -4.804 -0.300 0.105 0.191 -0.041 0.000
C 4.696 -3.400 -0.317 -0.022 0.166 -0.090 0.008
F 5.505 -4.437 -0.004 -0.102 0.084 0.017 0.000
C 5.220 -2.135 -0.554 0.011 -0.329 -0.002 -0.004
F 6.552 -1.936 -0.463 -0.223 -0.100 0.084 0.000
C 4.406 -1.074 -0.890 -0.410 0.014 -0.042 -0.010
F 5.019 0.128 -1.059 -0.088 -0.123 0.067 0.000
H 0.675 3.673 -1.554 -0.069 -0.009 -0.087 -0.002
H 1.943 4.527 -0.644 -0.023 -0.028 0.010 0.003
H 0.561 3.781 0.198 0.009 0.049 0.032 0.000
H 3.039 3.332 1.071 0.083 0.059 -0.135 0.002
H 3.534 1.674 0.677 -0.041 0.003 -0.099 -0.009
H 0.884 2.379 1.973 0.028 0.163 0.070 -0.010
H 2.360 1.879 2.827 -0.165 0.066 -0.134 0.002
H 3.907 2.228 -1.317 -0.073 0.078 0.019 0.002
H 2.710 2.929 -2.407 0.024 0.102 0.050 0.000
H 3.503 0.481 -2.835 -0.054 0.147 -0.113 0.009
H 1.801 0.947 -3.035 0.234 0.044 -0.073 -0.007
O -1.068 1.933 -0.206 -1.587 0.726 -0.775 0.031
C -2.015 2.377 -0.875 0.631 -0.053 0.949 0.044
C -2.062 2.540 -2.299 0.255 -0.250 -0.465 -0.012
C -2.977 3.403 -2.895 -0.017 0.142 -0.236 0.002
C -2.960 3.625 -4.269 0.736 -0.789 0.961 0.002
C -2.029 2.947 -5.078 0.175 -0.217 -0.012 0.002
C -1.167 2.051 -4.528 -0.040 0.207 -0.332 -0.001
C -1.114 1.812 -3.116 0.323 -0.392 0.316 0.016
O -0.292 0.986 -2.640 -0.302 0.509 -0.112 0.038
N -3.842 4.533 -4.873 -1.017 1.013 -0.564 0.000
O -3.771 4.693 -6.093 -0.077 -0.016 0.466 0.001
O -4.654 5.134 -4.169 0.246 -0.192 -0.189 0.000
H -2.917 2.715 -0.329 0.125 0.160 0.019 0.000
H -3.678 3.954 -2.284 -0.125 0.006 0.038 0.001
H -2.016 3.165 -6.136 -0.022 -0.079 0.013 0.000
H -0.455 1.522 -5.145 0.076 -0.024 -0.021 0.000
C -1.772 -3.639 -2.361 -0.077 0.819 -0.047 0.003
S -1.779 -1.803 -2.599 0.454 -1.197 -1.107 0.006
C -0.436 -1.796 -3.841 -0.412 0.094 0.311 0.003
O -1.218 -1.229 -1.364 0.174 0.293 1.117 0.089
H -2.217 -4.082 -3.247 -0.019 -0.080 -0.139 0.000
H -2.374 -3.874 -1.489 -0.129 0.109 0.078 0.000
H -0.757 -3.986 -2.203 0.170 0.066 0.008 0.000
H -0.823 -2.172 -4.781 -0.134 -0.130 -0.125 0.001
H 0.389 -2.395 -3.476 0.116 -0.092 0.143 0.001
H -0.122 -0.762 -3.938 -0.015 0.084 0.056 0.001
C -3.623 -0.968 0.699 -0.021 0.021 -0.005 -0.002
N -3.307 -1.051 2.114 0.081 -0.034 -0.277 0.000
C -3.525 -2.373 2.670 -0.100 -0.037 0.034 0.000
C -2.191 -0.315 2.501 -0.072 0.110 0.315 0.010
O -1.421 0.190 1.703 -0.322 0.040 0.011 0.034
N -2.057 -0.137 3.856 -0.049 0.045 0.054 0.000
C -0.903 0.572 4.362 0.231 -0.039 -0.108 0.002
C -3.152 -0.244 4.789 -0.070 -0.060 0.053 0.000
H -4.687 -1.167 0.570 -0.101 -0.018 -0.025 0.000
H -3.046 -1.681 0.103 0.012 0.066 0.073 0.001
H -3.393 0.033 0.339 -0.033 -0.087 -0.038 0.000
H -3.171 -3.149 1.982 0.071 0.025 -0.022 0.000
H -4.593 -2.535 2.840 0.024 -0.049 0.066 0.000
H -2.988 -2.491 3.605 -0.008 -0.030 0.063 0.000
H -0.231 0.777 3.533 0.012 0.007 0.081 0.002
H -0.386 -0.029 5.115 0.015 0.039 -0.034 0.000
H -1.205 1.520 4.819 -0.040 0.022 -0.011 0.000
H -4.081 -0.432 4.257 -0.008 -0.016 0.098 0.000
H -3.248 0.696 5.343 -0.029 -0.029 -0.048 0.000
H -2.979 -1.039 5.523 -0.072 -0.002 -0.037 0.000
```
Forces are in eV/Å.

Output
charge: -1
E_tot: -4528.85469 a.u.
spin multiplicity: 6
<S²>: 8.75

(2)
This record from the Open Molecules 2025 dataset describes one molecule with the formula C19H17F3N8O in a non-equilibrium geometry. The level of theory is wB97M-V/def2-TZVPD.

Geometry as XYZ:
```
48
Properties=species:S:1:pos:R:3:forces:R:3:lowdin_charge:R:1
C 3.472 4.593 -2.870 1.006 -0.323 0.566 -0.010
N 4.165 4.465 -1.574 -1.384 -1.411 0.027 -0.157
N 5.270 5.157 -1.222 -0.206 0.532 -0.896 0.048
C 5.452 4.927 0.047 -1.099 -0.955 1.281 -0.158
C 4.433 4.040 0.550 1.638 0.134 1.831 -0.040
C 3.676 3.711 -0.512 -0.212 0.935 -0.187 -0.255
N 2.541 2.885 -0.516 1.677 1.319 -1.077 0.149
C 1.858 2.400 0.538 -2.699 -0.517 0.303 -0.364
N 1.894 2.893 1.773 1.212 0.669 0.226 0.135
C 1.018 2.448 2.666 0.060 -1.264 -1.911 -0.086
C 0.102 1.464 2.287 -0.638 0.463 2.020 -0.020
C 0.100 0.980 1.002 0.490 0.284 -0.690 -0.238
C -0.808 -0.114 0.558 -1.743 -1.324 -0.102 -0.110
C -1.923 -0.607 1.460 0.343 0.053 -1.189 0.082
C -2.788 -1.589 1.026 0.917 1.761 0.888 -0.204
N -2.566 -2.157 -0.242 -1.478 0.101 1.862 0.123
C -3.259 -3.138 -0.873 -0.469 -1.623 -1.163 -0.288
N -2.719 -3.385 -2.042 0.782 1.144 0.398 0.098
N -1.649 -2.502 -2.199 -0.335 -0.279 -0.177 0.071
C -1.588 -1.761 -1.122 1.018 0.949 0.612 -0.265
C -0.695 -0.669 -0.696 -1.052 -0.499 0.729 0.075
C -4.522 -3.850 -0.410 0.913 0.449 0.739 -0.168
C -4.114 -4.998 0.613 -0.166 1.599 -0.271 -0.013
C -5.267 -5.870 1.030 1.130 0.266 0.099 -0.617
F -5.867 -6.514 0.012 0.108 0.104 0.465 0.146
F -4.796 -6.776 1.920 -0.648 -0.115 -0.290 0.126
F -6.188 -5.115 1.655 -0.432 -0.319 0.054 0.133
C -5.465 -2.693 0.067 0.114 -0.478 -0.865 -0.125
C -5.158 -2.068 1.418 -0.810 -0.131 0.248 -0.157
O -3.793 -2.001 1.876 0.770 -0.490 -1.422 -0.029
N 0.952 1.494 0.114 -0.021 -0.813 0.154 0.173
H 2.486 5.035 -2.715 0.000 -0.131 -0.064 0.084
H 3.404 3.588 -3.343 -0.020 0.795 0.114 0.092
H 4.081 5.277 -3.466 -0.153 -0.274 -0.067 0.085
H 6.234 5.366 0.665 -0.078 -0.018 -0.631 0.101
H 4.317 3.670 1.581 0.117 0.311 -0.907 0.096
H 2.206 2.532 -1.391 -0.004 -0.241 -0.192 0.135
H 1.104 2.819 3.668 -0.141 0.239 0.303 0.109
H -0.624 1.133 3.028 0.270 -0.075 -0.201 0.097
H -2.131 -0.112 2.426 0.154 -0.570 -0.765 0.115
H 0.000 -0.271 -1.398 0.509 0.018 -0.326 0.101
H -4.967 -4.325 -1.290 0.247 0.192 0.058 0.144
H -3.277 -5.583 0.230 -0.345 -0.135 -0.332 0.140
H -3.717 -4.527 1.527 -0.319 -0.180 -0.165 0.134
H -5.426 -1.879 -0.694 0.100 -0.736 0.218 0.131
H -6.508 -3.054 0.048 0.381 0.252 0.331 0.125
H -5.675 -2.669 2.187 0.379 0.560 -0.121 0.128
H -5.567 -1.047 1.362 0.116 -0.228 0.482 0.131
```
Forces are in eV/Å.

Output
energy above the lowest of the compared OMol25 structures with the same formula, charge and spin: 3.11 kcal/mol

(3)
This record from the Open Molecules 2025 dataset describes C13H8CoN9O2S2Te as an isolated structure. The level of theory is wB97M-V/def2-TZVPD.

Geometry as XYZ:
```
36
Properties=species:S:1:pos:R:3:forces:R:3:mulliken_spin:R:1
Co 0.172 -0.548 -0.794 0.157 -0.086 -0.440 2.729
O -2.697 1.075 -3.302 0.015 -0.058 0.008 0.004
C -2.185 0.511 -2.332 -0.130 0.044 -0.122 0.001
O -0.936 0.329 -2.176 0.022 -0.060 0.182 0.072
C -3.154 0.048 -1.237 0.019 0.030 0.028 0.035
C -4.327 0.793 -1.126 0.032 0.019 -0.018 -0.025
C -5.301 0.500 -0.187 -0.012 0.008 0.004 0.050
C -5.122 -0.584 0.663 -0.010 0.013 -0.004 -0.026
C -3.976 -1.348 0.556 -0.052 0.002 0.041 0.050
C -2.974 -1.052 -0.380 0.059 -0.038 -0.039 -0.048
S -1.578 -2.122 -0.388 0.026 0.006 0.066 0.451
H -4.447 1.614 -1.820 -0.016 0.003 0.007 0.000
H -6.192 1.113 -0.120 -0.006 -0.002 0.006 0.004
H -5.869 -0.834 1.408 -0.007 0.011 0.000 -0.002
H -3.820 -2.197 1.210 0.008 -0.010 -0.005 -0.002
N 3.386 -0.770 -1.866 0.086 -0.022 -0.019 0.006
C 2.821 -1.938 -1.396 -0.137 -0.120 0.142 0.006
N 3.464 -3.092 -1.347 0.054 0.118 -0.068 0.001
N 2.550 -3.953 -0.848 0.055 -0.114 0.019 0.010
N 1.442 -3.354 -0.611 -0.179 -0.017 -0.021 0.002
N 1.564 -2.051 -0.957 0.175 0.136 -0.068 0.036
C 2.961 0.484 -1.469 -0.129 0.122 0.105 0.014
N 3.688 1.575 -1.635 0.032 -0.093 -0.016 0.000
N 2.900 2.564 -1.158 0.105 0.110 0.005 0.009
N 1.783 2.093 -0.741 -0.163 -0.010 0.024 -0.006
N 1.777 0.751 -0.912 0.078 -0.006 -0.172 0.028
H 4.369 -0.833 -2.071 -0.018 0.001 0.015 0.000
Te -0.720 -0.078 1.813 -0.048 0.095 0.262 0.582
C 1.134 0.628 2.506 -0.102 -0.118 0.058 -0.044
C 1.663 1.876 2.334 -0.028 -0.002 -0.050 0.036
C 2.950 2.021 2.911 0.102 -0.013 0.040 -0.012
C 3.388 0.880 3.514 0.025 -0.012 -0.013 0.035
S 2.230 -0.374 3.373 -0.002 0.051 0.043 0.003
H 1.172 2.640 1.752 -0.025 0.016 -0.022 0.001
H 3.540 2.924 2.842 0.006 0.019 0.004 -0.001
H 4.341 0.712 3.989 0.010 -0.023 0.020 0.002
```
Forces are in eV/Å.

Output
charge: -2
energy above the lowest of the compared OMol25 structures with the same formula, charge and spin: 2.91 kcal/mol
spin multiplicity: 5
<S²>: 6.02

(4)
This record from the Open Molecules 2025 dataset describes C34H32IN6O3S2Sn as an isolated structure. The level of theory is wB97M-V/def2-TZVPD.

Geometry as XYZ:
```
79
Properties=species:S:1:pos:R:3:forces:R:3:lowdin_charge:R:1
Sn -0.194 0.276 0.514 -0.019 0.020 -0.009 1.338
C -1.339 -3.550 2.931 -0.011 0.009 -0.011 -0.006
C -1.323 -2.530 1.832 -0.034 -0.020 -0.020 -0.277
N -0.294 -1.748 1.678 0.019 0.004 0.043 -0.092
N 0.635 -1.875 2.701 0.053 0.045 -0.033 -0.023
C 1.875 -1.692 2.559 -0.078 -0.039 0.048 -0.910
S 3.180 -1.433 1.434 -0.003 0.008 -0.010 0.992
S 2.901 -1.930 4.011 0.052 0.019 0.022 0.910
C 3.054 -0.199 4.602 -0.021 -0.042 -0.015 -0.393
C 1.747 0.533 4.653 -0.006 0.014 -0.015 -0.309
C 0.742 0.144 5.536 -0.003 -0.021 -0.018 -0.047
C -0.471 0.809 5.554 -0.001 0.001 0.005 -0.067
C -0.695 1.880 4.694 0.016 0.001 0.001 -0.080
C 0.304 2.278 3.821 -0.039 0.002 -0.015 -0.107
C 1.518 1.601 3.796 0.010 0.010 -0.009 -0.071
C -2.479 -2.442 0.945 0.001 0.033 -0.004 -0.133
C -3.295 -3.582 0.813 -0.006 0.022 -0.005 -0.045
C -4.456 -3.568 0.080 -0.001 -0.018 0.000 -0.077
C -4.859 -2.375 -0.521 0.009 0.000 -0.026 -0.062
C -4.078 -1.248 -0.422 0.017 -0.008 -0.033 -0.011
C -2.858 -1.259 0.271 0.036 -0.010 0.050 -0.330
O -2.162 -0.128 0.268 -0.060 -0.071 0.054 -0.294
H -0.837 -3.147 3.808 -0.006 -0.002 0.000 0.085
H -2.352 -3.844 3.181 -0.001 -0.005 0.001 0.086
H -0.775 -4.434 2.621 0.006 0.001 -0.002 0.101
H 3.486 -0.324 5.595 0.009 0.012 0.005 0.088
H 3.778 0.323 3.979 -0.003 -0.006 -0.012 0.070
H 0.910 -0.694 6.202 -0.001 -0.001 0.001 0.119
H -1.245 0.500 6.244 0.000 -0.002 0.001 0.108
H -1.641 2.405 4.716 -0.001 -0.002 -0.001 0.106
H 0.141 3.122 3.160 0.009 -0.012 0.000 0.102
H 2.298 1.913 3.110 -0.001 0.000 -0.003 0.111
H -2.989 -4.503 1.289 0.001 -0.003 0.001 0.112
H -5.054 -4.464 -0.013 -0.002 0.004 0.001 0.108
H -5.788 -2.334 -1.077 0.001 0.002 0.002 0.113
H -4.373 -0.318 -0.890 -0.007 -0.002 -0.001 0.118
C 5.241 0.466 0.394 -0.009 0.009 0.009 -0.054
C 4.116 0.840 -0.534 -0.010 0.018 -0.010 -0.248
N 4.310 1.970 -1.207 0.005 -0.028 -0.012 0.129
C 3.481 2.334 -2.178 -0.002 0.013 -0.005 -0.085
C 2.414 1.562 -2.590 -0.024 0.017 -0.001 -0.152
C 1.564 1.966 -3.768 -0.004 -0.007 0.016 -0.201
O 1.659 1.054 -4.852 -0.013 0.000 -0.011 -0.038
C 2.149 0.400 -1.858 0.048 0.021 0.054 -0.101
C 1.048 -0.468 -2.316 0.032 0.026 -0.060 -0.049
N 0.117 -0.892 -1.564 -0.048 -0.005 0.045 0.004
C -0.909 -1.648 -2.223 0.000 0.009 -0.049 -0.336
C -1.776 -0.976 -3.075 -0.018 0.002 0.009 -0.024
C -2.778 -1.664 -3.737 -0.006 0.014 0.013 -0.058
C -2.918 -3.029 -3.543 -0.013 -0.020 0.013 -0.067
C -2.042 -3.707 -2.709 -0.011 0.004 0.004 -0.138
C -1.029 -3.021 -2.052 -0.012 -0.008 -0.001 -0.634
I 0.370 -4.109 -0.956 0.022 -0.004 0.009 1.016
C 2.966 0.060 -0.782 -0.006 0.031 0.030 -0.249
O 2.615 -1.098 -0.124 -0.008 -0.018 -0.036 -0.444
H 6.121 1.014 0.065 -0.003 0.005 0.003 0.089
H 5.462 -0.600 0.361 0.001 -0.015 0.003 0.068
H 5.033 0.739 1.428 -0.003 -0.009 -0.005 0.067
H 3.711 3.268 -2.681 -0.002 0.003 0.009 0.122
H 1.837 2.980 -4.079 0.008 -0.003 -0.001 0.122
H 0.507 1.985 -3.490 -0.003 -0.011 -0.011 0.109
H 2.543 1.105 -5.231 0.002 -0.005 0.004 0.106
H 1.039 -0.704 -3.381 0.009 -0.030 0.006 0.156
H -1.653 0.092 -3.206 0.004 0.005 -0.006 0.103
H -3.446 -1.134 -4.402 0.002 -0.002 0.002 0.114
H -3.701 -3.576 -4.050 0.001 -0.001 0.003 0.114
H -2.132 -4.776 -2.581 0.003 -0.002 -0.001 0.100
C 0.094 5.383 -2.180 0.021 0.012 -0.004 0.008
N -0.571 4.121 -1.889 -0.004 0.010 0.022 -0.116
C -1.760 3.678 -2.416 0.004 0.022 0.037 -0.042
C -1.993 2.458 -1.857 -0.030 -0.038 -0.004 -0.125
N -0.960 2.143 -1.009 0.158 0.044 0.015 -0.050
C -0.131 3.166 -1.049 -0.021 0.054 -0.073 -0.200
H -0.581 6.010 -2.756 -0.002 -0.001 0.000 0.097
H 1.002 5.215 -2.756 -0.012 -0.002 -0.012 0.087
H 0.344 5.897 -1.254 -0.008 -0.007 0.005 0.100
H -2.329 4.272 -3.110 -0.001 -0.005 -0.003 0.126
H -2.840 1.806 -1.983 0.020 -0.031 0.006 0.105
H 0.789 3.253 -0.490 0.002 -0.009 -0.004 0.135
```
Forces are in eV/Å.

Output
charge: +1
energy above the lowest of the compared OMol25 structures with the same formula, charge and spin: 42.73 kcal/mol